Entry 1:
8
Properties=species:S:1:pos:R:3:lowdin_charge:R:1 method="wB97M-V/def2-TZVPD" max_force_ev_per_a=3.47 de_lowest_kj_mol=157.65 homo_lumo_gap_ev=9.61 smiles=CC#P.F e_lumo_ev=-0.54 total_energy_ha=-519.7359 homo_ev=-10.1 spin_multiplicity=1
C -0.698 0.822 0.240 -0.72
C 0.372 -0.157 0.429 -0.19
F -1.603 0.205 -1.959 -0.12
P -1.155 2.315 0.355 0.89
H 0.606 -0.081 1.490 0.07
H 1.150 0.179 -0.247 0.08
H 0.055 -1.234 0.118 0.11
H -1.414 0.483 -1.091 -0.13

Entry 2:
9
Properties=species:S:1:pos:R:3:lowdin_charge:R:1 method="wB97M-V/def2-TZVPD" max_force_ev_per_a=4.36 de_lowest_kj_mol=11.31 homo_lumo_gap_ev=10.02 smiles="FP1=CC=1[SiH3]" e_lumo_ev=0.83 total_energy_ha=-809.2460 homo_ev=-9.2 spin_multiplicity=1
C 1.018 1.322 -0.007 -0.28
C 0.369 0.228 -0.145 -0.62
F 2.306 -0.781 1.073 -0.41
Si -1.430 -0.670 -0.110 0.69
P 2.100 -0.143 -0.442 0.88
H 0.923 2.382 0.164 0.06
H -1.281 -1.551 -1.326 -0.06
H -2.219 0.444 -0.317 -0.12
H -1.787 -1.233 1.109 -0.12

Entry 3:
9
Properties=species:S:1:pos:R:3:lowdin_charge:R:1 method="wB97M-V/def2-TZVPD" max_force_ev_per_a=3.01 de_lowest_kj_mol=212.98 homo_lumo_gap_ev="7.66 / 6.15" e_lumo_ev="-11.03 / -14.47" total_energy_ha=-1491.6245 homo_ev="-18.7 / -20.6" total_charge=+2 spin_multiplicity=7 s_squared=12.011
C 0.313 -0.234 -0.549 0.00
C 0.366 -1.396 0.204 0.15
O -0.499 0.588 0.178 -0.15
H 0.260 -0.005 -1.612 0.18
H 0.237 -2.303 -0.392 0.14
H 1.194 -1.457 0.918 0.16
Fe -1.364 3.190 -0.088 1.44
O 0.006 1.912 0.251 -0.24
H -0.513 -0.296 1.090 0.33

Entry 4:
11
Properties=species:S:1:pos:R:3:lowdin_charge:R:1 method="wB97M-V/def2-TZVPD" max_force_ev_per_a=5.06 de_lowest_kj_mol=440.95 homo_lumo_gap_ev=7.84 e_lumo_ev=-0.34 total_energy_ha=-858.5305 homo_ev=-8.2 spin_multiplicity=1
C 1.734 0.068 0.925 -0.42
C -1.607 -0.299 0.816 -1.12
N 0.951 0.760 -1.306 -0.02
N 1.442 0.693 -0.061 -0.04
O 2.053 -0.313 1.952 0.15
I -0.940 -2.054 -0.034 1.11
I -3.103 0.753 -0.583 0.40
H -2.235 -0.647 1.792 -0.05
H 1.352 1.687 -1.710 0.14
H -0.095 0.783 -1.206 0.02
H 0.448 -1.432 -0.586 -0.18

Entry 5:
9
Properties=species:S:1:pos:R:3:lowdin_charge:R:1 method="wB97M-V/def2-TZVPD" max_force_ev_per_a=1.77 de_lowest_kj_mol=315.78 homo_lumo_gap_ev="7.88 / 7.63" e_lumo_ev="-0.66 / -0.36" total_energy_ha=-749.0953 homo_ev="-8.5 / -8.0" spin_multiplicity=1
C 1.080 -0.347 -1.071 0.05
C -0.856 0.186 0.530 -1.37
O -0.344 1.119 1.354 -0.23
I -1.472 -1.639 1.454 0.72
I -2.270 1.090 -0.762 0.76
H 1.322 -1.306 -0.656 -0.01
H 0.529 -0.334 -1.988 -0.02
H 1.714 0.482 -0.837 0.00
H 0.298 0.748 1.977 0.09

Entry 6:
9
Properties=species:S:1:pos:R:3:lowdin_charge:R:1 method="wB97M-V/def2-TZVPD" max_force_ev_per_a=3.79 de_lowest_kj_mol=404.48 homo_lumo_gap_ev="7.52 / 8.04" e_lumo_ev="-0.52 / -0.82" total_energy_ha=-749.0615 homo_ev="-8.0 / -8.9" spin_multiplicity=1
C -0.515 2.140 1.173 0.07
C 0.563 -1.538 -0.702 -1.28
O -0.317 -2.473 -1.230 -0.23
I 1.242 -2.112 1.179 0.79
I 1.835 -0.450 -2.145 0.63
H -1.112 1.257 1.221 -0.05
H 0.442 2.212 1.600 -0.04
H -1.210 2.932 0.699 0.02
H -0.927 -1.968 -1.796 0.09

Entry 7:
8
Properties=species:S:1:pos:R:3:lowdin_charge:R:1 method="wB97M-V/def2-TZVPD" max_force_ev_per_a=1.14 de_lowest_kj_mol=311.30 homo_lumo_gap_ev="9.01 / 6.76" e_lumo_ev="-1.05 / -2.95" total_energy_ha=-430.9146 homo_ev="-10.1 / -9.7" spin_multiplicity=1
C 0.375 0.274 -0.001 0.05
C -1.938 -1.466 -0.003 -0.10
N -2.845 -2.156 0.001 0.04
I -5.791 0.166 0.000 -0.01
H 0.831 -0.130 0.883 0.01
H -0.166 1.197 0.082 0.01
H -1.052 -0.802 -0.007 -0.03
H 0.769 -0.011 -0.958 0.01

Entry 8:
9
Properties=species:S:1:pos:R:3:lowdin_charge:R:1 method="wB97M-V/def2-TZVPD" max_force_ev_per_a=4.02 de_lowest_kj_mol=238.88 homo_lumo_gap_ev=9.55 smiles="CO/N=C/I" e_lumo_ev=0.37 total_energy_ha=-506.1832 homo_ev=-9.2 spin_multiplicity=1
C 1.055 1.447 -0.322 -0.71
C -0.950 -1.230 0.349 -0.17
N 0.302 0.431 -0.589 -0.08
O -0.411 0.013 0.508 -0.24
I 2.223 2.321 -1.804 0.79
H 1.028 1.875 0.734 0.08
H -0.393 -2.031 0.986 0.09
H -0.853 -1.559 -0.791 0.12
H -2.001 -1.267 0.929 0.12